ORCA calculation (the ωB97M-V functional and the def2-TZVPD basis) on a molecular structure, C6H7NO.

Its total charge is 0. For the electronic energy, the calculation gives -362.5400 hartree. The calculation puts the LUMO energy at 0.859 eV. The spin multiplicity is 1.

Positions of all 15 atoms, in Å:
1 C 0.57 1.60 0.64
2 C 0.44 1.13 -0.84
3 C -0.78 -0.88 -0.80
4 C 0.26 -1.74 0.21
5 C 1.10 -2.32 0.83
6 C -0.89 0.91 0.83
7 H 1.34 0.30 -1.44
8 H 0.45 1.94 -1.55
9 H -0.23 -1.24 -1.80
10 H -1.84 -1.36 -1.15
11 H 1.91 -2.54 1.89
12 H -0.79 0.15 1.65
13 H -1.93 1.24 0.90
14 N -0.86 0.50 -0.49
15 O 1.26 2.31 1.12

ORCA calculation (the ωB97M-V functional and the def2-TZVPD basis) on C6H7NO in the gas phase.

Its total charge is 0. For the electronic energy, the calculation gives -362.6265 hartree. The calculation puts the LUMO energy at 0.758 eV. Its SMILES is COc1ccccn1. The spin multiplicity is 1.

Positions of all 15 atoms, in Å:
1 C 0.67 0.84 -2.41
2 O -0.13 -0.22 -1.73
3 C -0.20 -0.21 -0.40
4 C 0.02 -1.39 0.20
5 C -0.07 -1.35 1.72
6 C -0.51 -0.16 2.29
7 C -0.61 0.97 1.53
8 N -0.44 0.97 0.19
9 H 0.23 1.71 -2.27
10 H 0.42 0.64 -3.59
11 H 1.62 0.96 -1.95
12 H 0.19 -2.26 -0.49
13 H 0.06 -2.16 1.98
14 H -0.36 -0.13 3.17
15 H -0.88 1.80 1.75

Record order is preserved below.
Relative energy (zero: lowest compared OMol25 entry of this formula, charge and spin): 171.6, 117.4 kcal/mol
Record order is preserved below.
Maximum force: 10.4, 17.7 eV/Å
Record order is preserved below.
Gap between HOMO and LUMO: 10.25, 9.83 eV